Record 1
Here is a molecular structure, C2H6I2N2S at a distorted geometry from OMol25. Energies are from the ωB97M-V functional and the def2-TZVPD basis.

As for the HOMO-LUMO gap: 7.15 eV. The value obtained for the total energy is -32181.8277 eV. The calculation puts the relative energy (zero: lowest compared OMol25 entry of this formula, charge and spin) at 317.6 kJ/mol. The value obtained for the HOMO energy is -7.71 eV. As for the maximum force: 4.231 eV Å⁻¹.

Last column: natural (NBO) charge in e.
CARTESIAN COORDINATES (ANGSTROEM)
C  0.29623  -0.68196  1.15721  -0.78
C  0.23731  1.08979  -1.15601  -0.77
N  -1.81635  1.54743  1.30945  -0.98
N  1.22471  1.71626  1.49247  -1.05
S  0.03570  1.13600  0.78136  1.49
I  -1.78056  2.90718  2.77809  0.29
I  1.61974  3.68259  0.87309  0.28
H  0.01586  -1.33880  0.33062  0.24
H  1.46415  -0.89196  1.40905  0.27
H  -0.31543  -0.92740  2.06102  0.26
H  0.60781  2.08146  -1.37948  0.25
H  0.91464  0.21733  -1.48668  0.25
H  -0.81112  1.08380  -1.46112  0.25


Record 2
Here is C2H6I3NSi in the gas phase at a distorted geometry from OMol25. Energies are from the ωB97M-V functional and the def2-TZVPD basis.

As for the HOMO-LUMO gap: 8.14 eV. As for the structure (SMILES): CCN[Si](I)(I)I. The value obtained for the total energy is -35843.9428 eV. The calculation puts the relative energy (zero: lowest compared OMol25 entry of this formula, charge and spin) at 17.7 kJ/mol. The value obtained for the HOMO energy is -8.96 eV. As for the maximum force: 4.105 eV Å⁻¹.

Last column: natural (NBO) charge in e.
CARTESIAN COORDINATES (ANGSTROEM)
C  -1.45976  -0.54339  -0.94009  -0.63
C  0.03539  -0.77174  -0.77556  -0.23
N  0.65783  0.44587  -0.21861  -1.08
Si  1.03966  0.77532  1.59333  0.91
I  -0.93589  1.42008  2.89498  -0.13
I  2.06134  -1.43170  2.17580  -0.15
I  2.65276  2.54794  1.26363  -0.12
H  -1.52678  0.49828  -1.39888  0.20
H  -1.92483  -1.37799  -1.48751  0.22
H  -1.98886  -0.21831  -0.02905  0.21
H  0.49415  -1.71229  -0.34490  0.21
H  0.33982  -0.82580  -1.86969  0.18
H  0.55517  1.19375  -0.86346  0.39